This record from the Open Molecules 2025 dataset describes an isolated ion of composition C4H7IN and charge +1 in a non-equilibrium geometry. The level of theory is the ωB97M-V functional and the def2-TZVPD basis.

Calculated values
* HOMO-LUMO gap (alpha / beta): 6.7 / 6.7 eV
* LUMO (alpha / beta): -0.28392 / -0.28387 hartree

ORCA input file:
```
! wB97M-V def2-TZVPD RIJCOSX def2/J DEFGRID3
* xyz 1 1
C 2.484 -0.952 -0.737
C 1.100 -0.476 -1.316
C -0.377 0.012 1.227
C -0.982 -0.016 -0.223
N -0.173 -0.210 -1.320
I 2.630 -2.480 0.641
H 3.464 -0.664 -1.156
H 1.236 -0.362 -2.490
H -0.151 1.153 1.339
H -1.190 -0.015 1.987
H 0.428 -0.551 1.458
H -1.473 1.012 -0.469
H -1.876 -0.798 -0.212
*
```